59
Properties=species:S:1:pos:R:3:forces:R:3:lowdin_charge:R:1 method="wB97M-V/def2-TZVPD" gap_ev=6.37 charge=-1 de_lowest_kcal_mol=19.9
K -0.44289 0.75160 -0.84809 0.011 -0.030 -0.069 0.562
Cl -4.00457 7.80979 -1.97405 -0.007 0.011 -0.004 0.617
C -3.57471 6.13940 -1.83955 0.035 -0.004 0.019 -0.738
C -2.29580 5.76358 -1.42599 -0.021 -0.019 -0.015 -0.712
Cl -1.12813 6.98536 -1.05432 0.002 0.015 0.004 0.645
C -1.95543 4.43006 -1.31410 -0.062 -0.086 -0.017 -0.592
Cl -0.36620 3.95381 -0.81448 0.029 0.086 0.013 0.695
C -2.86612 3.35953 -1.60159 0.179 0.037 0.060 -0.527
O -2.54525 2.14772 -1.48717 -0.079 -0.026 -0.044 -0.222
C -4.15514 3.79811 -2.02836 -0.083 0.046 -0.018 -0.603
Cl -5.30310 2.56070 -2.41190 0.014 -0.005 0.003 0.693
C -4.49451 5.13549 -2.13931 -0.022 -0.014 -0.015 -0.711
Cl -6.08482 5.57920 -2.66081 0.010 -0.006 0.005 0.641
I 1.75250 -2.32226 -1.62527 -0.091 0.079 0.062 0.411
C 0.29687 -1.88271 0.05326 0.043 -0.144 -0.031 -0.703
H 0.99626 -1.97318 0.89908 0.016 0.014 -0.014 -0.135
H -0.21744 -2.85750 0.04902 -0.024 0.025 -0.006 -0.139
C 5.42776 3.74681 4.96185 0.001 -0.001 -0.007 -0.057
C 4.82018 2.96258 3.82999 0.007 -0.016 0.014 -0.279
C 4.98411 1.58155 3.75054 -0.011 0.017 -0.008 -0.047
C 4.39448 0.85253 2.72973 0.011 -0.022 0.009 -0.082
C 3.64953 1.51112 1.76392 -0.027 0.037 -0.027 -0.387
C 3.46353 2.88135 1.82736 -0.010 -0.015 -0.008 -0.056
C 4.05257 3.59789 2.85857 -0.003 0.009 -0.010 -0.035
S 2.86712 0.57950 0.44238 0.133 -0.115 0.098 0.866
C 4.34166 0.40055 -0.56547 0.013 -0.014 -0.008 -0.247
O 2.01319 1.55730 -0.29469 -0.044 0.133 0.007 -0.630
H 6.26309 3.20938 5.41029 0.001 0.003 0.001 0.072
H 4.69097 3.92998 5.74691 -0.003 -0.001 -0.001 0.082
H 5.78903 4.71665 4.61899 0.000 0.001 0.003 0.076
H 5.57206 1.06913 4.50318 0.001 0.004 0.003 0.109
H 4.51115 -0.22493 2.69004 -0.003 0.001 -0.004 0.113
H 2.85305 3.36272 1.07319 0.003 0.006 0.005 0.108
H 3.90868 4.67118 2.91041 0.002 -0.001 0.003 0.115
H 4.71644 1.39687 -0.79628 0.009 -0.010 -0.015 0.064
H 4.02455 -0.13447 -1.45827 0.016 0.004 -0.012 0.000
H 5.07973 -0.18734 -0.02068 0.000 0.005 0.003 0.057
C -5.69436 -2.45854 0.46545 0.000 -0.010 0.013 -0.215
N -5.77482 -1.16692 -0.20782 0.016 0.000 -0.013 -0.155
C -5.39912 -1.35650 -1.60956 0.003 0.006 0.029 -0.198
N -4.09305 -1.98087 -1.79779 0.015 -0.006 0.026 -0.148
C -4.06939 -3.24503 -1.07162 -0.027 0.015 0.064 -0.199
N -4.40098 -3.12808 0.35131 0.025 -0.028 -0.066 -0.159
C -3.35667 -2.38718 1.06945 0.020 0.015 -0.014 -0.343
P -3.09732 -0.64773 0.46163 -0.019 0.056 0.106 0.988
C -4.89843 -0.17857 0.43695 -0.007 -0.001 -0.041 -0.339
C -3.01494 -1.09199 -1.34646 -0.057 -0.033 -0.034 -0.357
H -6.45016 -3.11531 0.02426 -0.002 0.002 -0.001 0.118
H -5.92776 -2.32338 1.52474 -0.007 0.008 -0.004 0.119
H -5.40230 -0.38728 -2.10965 -0.002 -0.001 -0.007 0.097
H -6.15222 -2.00015 -2.07394 0.000 0.002 -0.004 0.120
H -3.07828 -3.69263 -1.16664 0.007 0.003 -0.006 0.126
H -4.80309 -3.91440 -1.53014 -0.006 0.001 -0.008 0.119
H -2.40760 -2.92066 0.97729 -0.010 -0.009 -0.001 0.066
H -3.60964 -2.36194 2.13338 -0.011 0.004 0.003 0.078
H -4.98402 0.77405 -0.09129 -0.014 -0.007 0.001 0.053
H -5.24588 -0.01519 1.46118 0.008 -0.010 0.008 0.079
H -2.05328 -1.58087 -1.53091 0.011 0.021 -0.015 0.063
H -3.06082 -0.15738 -1.91342 0.015 -0.030 -0.015 0.064



54
Properties=species:S:1:pos:R:3:forces:R:3:lowdin_charge:R:1 method="wB97M-V/def2-TZVPD" gap_ev="6.47 / 7.29" charge=+1 de_lowest_kcal_mol=0.0 spin_multiplicity=4 s_squared=3.81
Cr -0.35226 0.28342 -0.54854 0.001 -0.410 0.843 0.725
C 2.76781 2.38843 -1.50226 0.100 -0.004 0.116 -0.470
C 3.84447 1.53274 -0.82806 -0.045 0.057 0.043 -0.509
S 3.25944 -0.10119 -0.34226 0.099 -0.145 -0.136 0.927
C 3.23363 -0.05176 1.46884 -0.069 0.082 0.013 -0.478
C 1.92234 -0.48551 2.11930 0.114 -0.076 -0.056 -0.442
S 0.36472 0.36563 1.75315 -0.133 -0.032 -0.152 0.968
C 0.67671 2.12157 2.01629 -0.040 0.137 0.052 -0.450
C 1.55216 2.83638 0.99500 0.015 -0.006 0.044 -0.446
S 1.13868 2.42514 -0.71589 -0.220 -0.046 -0.369 0.923
H 2.57082 2.03803 -2.51550 -0.049 -0.025 0.018 0.088
H 3.10032 3.42510 -1.57481 0.025 -0.018 -0.063 0.092
H 4.28862 2.04252 0.02618 0.005 -0.015 0.004 0.077
H 4.64987 1.38103 -1.54694 0.016 0.058 0.017 0.083
H 3.53183 0.93660 1.81375 0.022 -0.009 -0.006 0.070
H 3.99467 -0.74770 1.82475 -0.019 0.019 0.055 0.087
H 2.03069 -0.41088 3.20339 -0.043 -0.053 0.004 0.095
H 1.69711 -1.52800 1.88617 -0.016 0.023 -0.042 0.085
H 1.10204 2.24455 3.01365 -0.043 -0.026 0.018 0.103
H -0.32480 2.55472 2.03826 0.005 0.005 -0.016 0.090
H 2.60103 2.60516 1.14534 -0.004 -0.006 0.030 0.055
H 1.42853 3.91192 1.12232 0.009 -0.004 0.013 0.100
C -2.02682 4.14741 -1.53359 -0.057 -0.006 -0.062 -0.059
O -3.27755 3.97331 -0.87866 0.120 0.023 0.116 -0.055
C -3.72805 2.75863 -0.48911 -0.340 0.018 0.020 -0.200
C -5.07019 2.74691 -0.10976 0.139 0.078 -0.100 0.027
C -5.72044 1.59291 0.29045 0.044 -0.201 0.039 -0.056
C -5.02746 0.39834 0.31610 -0.141 0.224 0.020 -0.029
C -3.67553 0.38380 -0.03040 0.107 -0.321 0.071 -0.135
C -3.01120 -0.89592 -0.02612 -0.205 0.256 -0.117 -0.010
N -1.77898 -1.09532 -0.33932 0.372 -0.242 0.090 -0.086
N -1.35881 -2.43444 -0.34067 -0.163 0.364 0.142 0.112
C -0.08255 -2.45622 -0.54435 0.290 -0.038 -0.084 -0.421
O 0.61552 -1.35670 -0.72928 0.069 -0.052 -0.296 -0.264
C 0.66275 -3.73383 -0.53767 -0.130 0.043 0.048 -0.149
C 0.00022 -4.93340 -0.28299 -0.003 -0.007 -0.005 -0.021
C 0.71354 -6.11826 -0.24555 -0.005 -0.006 0.007 -0.065
C 2.08665 -6.11341 -0.45831 0.003 -0.005 -0.015 -0.070
C 2.74808 -4.92074 -0.71163 -0.026 0.014 0.002 -0.066
C 2.03741 -3.73056 -0.75437 0.012 -0.037 -0.024 -0.026
C -3.00201 1.56058 -0.41413 0.452 -0.061 -0.013 -0.211
O -1.68631 1.52440 -0.69779 -0.276 0.444 -0.208 -0.264
H -2.04531 5.16574 -1.91285 -0.004 -0.002 -0.003 0.101
H -1.91103 3.45048 -2.36333 0.013 0.010 0.006 0.099
H -1.19541 4.03143 -0.84168 -0.001 0.000 -0.011 0.050
H -5.59471 3.69226 -0.15614 -0.012 -0.001 -0.003 0.131
H -6.76469 1.62960 0.56528 -0.009 0.004 -0.001 0.114
H -5.51679 -0.52417 0.59728 0.000 -0.017 0.012 0.119
H -3.59564 -1.77635 0.22830 -0.008 -0.005 -0.068 0.147
H -1.06843 -4.92546 -0.11911 0.004 0.005 0.012 0.112
H 0.20040 -7.04920 -0.04590 -0.005 -0.005 -0.015 0.109
H 2.63896 -7.04335 -0.43505 0.008 -0.003 0.022 0.109
H 3.81674 -4.91743 -0.87924 0.004 0.000 -0.021 0.108
H 2.53919 -2.79897 -0.97249 0.019 0.026 0.009 0.077



55
Properties=species:S:1:pos:R:3:forces:R:3:lowdin_charge:R:1 method="wB97M-V/def2-TZVPD" gap_ev=8.86 de_lowest_kcal_mol=61.5
C -0.56472 6.19028 0.36793 -0.023 -0.455 -0.106 -0.061
C -0.98544 4.73582 0.22651 -0.211 0.255 0.184 -0.248
O 0.00762 4.08109 -0.54256 0.149 -0.033 -0.081 -0.024
C -0.14309 2.76792 -0.82028 0.099 -0.293 -0.187 -0.174
C -1.21978 1.99045 -0.41181 -0.074 0.269 0.120 0.009
C -1.25755 0.66986 -0.80587 -0.348 -0.326 0.128 -0.274
S -2.61964 -0.35473 -0.31776 -0.010 -0.162 -0.016 0.729
O -3.47510 0.32431 0.60603 0.356 0.070 0.191 -0.273
O -3.19579 -1.00763 -1.44809 0.469 -0.031 0.051 -0.253
N -1.82226 -1.55411 0.61252 -0.125 -0.028 -0.001 -0.217
C -1.84465 -1.71850 1.95437 0.119 0.007 0.253 -0.013
C -0.94862 -2.71255 2.27778 -0.267 0.394 -0.588 -0.108
C -0.63282 -3.24664 3.59357 -0.027 -0.093 0.252 -0.184
C 0.65098 -3.70618 3.88875 -0.199 0.081 0.015 -0.030
C 0.94721 -4.22201 5.13648 -0.070 -0.102 0.278 -0.003
C -0.05090 -4.27277 6.09179 0.007 0.039 -0.094 -0.277
F 0.23205 -4.78129 7.31109 -0.039 0.055 -0.133 0.054
C -1.33060 -3.81398 5.83405 0.157 -0.060 0.202 -0.002
C -1.61496 -3.30210 4.58342 0.219 -0.063 -0.079 -0.019
C -0.41008 -3.10820 1.01117 -0.739 0.825 0.086 -0.336
N 0.55839 -4.05262 0.77193 0.252 -0.188 -0.128 0.126
N -0.94408 -2.40222 0.03269 0.416 -0.517 -0.603 0.102
C -0.26635 0.08157 -1.55561 0.221 -0.072 -0.257 -0.014
C 0.84478 0.83219 -1.93382 -0.195 0.147 0.135 -0.171
O 1.90932 0.31024 -2.60330 -0.082 0.406 0.173 -0.060
C 1.86564 -1.03309 -3.05516 -0.042 -0.351 -0.281 -0.223
C 0.99356 -1.21254 -4.29335 0.164 0.194 0.336 -0.054
C 0.89767 2.19652 -1.58944 -0.049 0.156 0.033 -0.116
O 1.91600 3.05055 -1.87404 -0.247 -0.366 0.370 -0.012
C 2.61110 2.95957 -3.10835 0.293 0.037 -0.625 -0.224
C 1.68728 3.10586 -4.31147 0.132 -0.019 0.438 -0.051
H -0.48464 6.64985 -0.61300 -0.008 0.085 -0.081 0.078
H -1.29781 6.73201 0.95849 -0.068 0.071 0.061 0.076
H 0.40387 6.24861 0.85591 0.082 0.047 0.073 0.079
H -1.06794 4.26447 1.21490 -0.020 -0.017 -0.121 0.129
H -1.95908 4.66711 -0.27740 0.094 -0.063 0.063 0.129
H -2.03293 2.37459 0.17874 -0.045 0.187 0.095 0.108
H -2.48476 -1.10220 2.55026 -0.115 0.118 0.260 0.128
H 1.42831 -3.63101 3.14422 0.092 0.004 -0.063 0.110
H 1.93723 -4.57722 5.37574 0.087 -0.033 0.053 0.118
H -2.08313 -3.86483 6.60502 -0.059 -0.020 0.090 0.119
H -2.61029 -2.94950 4.36160 -0.129 -0.005 -0.014 0.116
H 0.60445 -4.32590 -0.19882 -0.005 -0.087 0.067 0.095
H 0.54785 -4.83387 1.41125 -0.014 0.000 -0.101 0.090
H -0.37324 -0.96246 -1.79030 0.177 -0.086 -0.152 0.088
H 1.54562 -1.69966 -2.24676 0.074 0.062 -0.009 0.116
H 2.90784 -1.25856 -3.29929 -0.157 -0.044 0.102 0.127
H -0.04530 -0.97539 -4.07907 -0.102 -0.016 -0.042 0.073
H 1.05413 -2.24262 -4.63289 -0.022 -0.124 -0.055 0.079
H 1.34244 -0.55946 -5.08999 0.020 0.034 -0.082 0.078
H 3.17521 2.02466 -3.17177 -0.044 0.247 0.048 0.112
H 3.31151 3.79786 -3.06564 -0.062 -0.122 -0.025 0.125
H 2.27693 3.14177 -5.22341 0.049 -0.015 -0.117 0.078
H 1.00094 2.26458 -4.36973 -0.077 -0.089 -0.076 0.068
H 1.10763 4.02210 -4.22723 -0.056 0.092 -0.039 0.083



57
Properties=species:S:1:pos:R:3:forces:R:3:lowdin_charge:R:1 method="wB97M-V/def2-TZVPD" gap_ev="6.85 / 6.18" charge=-1 de_lowest_kcal_mol=0.0 spin_multiplicity=3 s_squared=2.01
Pt 0.09984 -0.22923 -0.22441 -0.771 -0.613 0.581 0.697
S -1.79715 0.68509 0.77216 0.132 0.045 -0.073 0.483
C -2.53716 -0.86879 1.09615 -0.016 -0.164 0.080 -0.728
C -3.91039 -1.02572 0.96115 -0.067 -0.061 -0.018 -0.083
C -4.49445 -2.28912 0.92831 0.516 -0.055 0.075 -0.204
C -5.88364 -2.41433 0.64681 -0.441 -0.028 -0.148 -0.197
N -7.00492 -2.49324 0.39683 0.078 0.014 0.049 0.150
C -3.68149 -3.42818 1.09731 -0.003 0.509 0.095 -0.197
C -2.33447 -3.26598 1.39901 -0.064 -0.015 -0.112 -0.076
C -1.73720 -2.00548 1.39070 -0.216 0.187 0.240 -0.750
S -0.03990 -1.82802 1.69320 0.258 0.052 -0.360 0.516
C -4.21925 -4.73121 0.88530 -0.134 -0.392 0.006 -0.190
N -4.63812 -5.78096 0.66759 0.026 0.060 0.073 0.154
H -4.52879 -0.15067 0.80601 -0.010 -0.015 -0.064 0.115
H -1.71844 -4.13512 1.58595 0.014 -0.020 -0.088 0.108
I 0.41583 -4.07386 -1.52665 -0.043 0.240 0.014 0.938
C -1.26659 -3.00602 -2.16899 -0.190 0.173 0.106 -0.747
C -2.11609 -3.66657 -3.05178 0.023 -0.013 0.059 -0.146
C -3.30390 -3.05682 -3.40650 0.006 -0.024 -0.082 -0.063
C -3.58962 -1.80209 -2.89912 -0.053 -0.035 0.023 -0.060
C -2.66045 -1.20491 -2.06939 -0.061 0.227 0.088 -0.167
N -1.52389 -1.79012 -1.69139 0.620 -0.361 -0.063 0.014
H -1.85062 -4.64663 -3.41841 -0.018 -0.013 0.005 0.082
H -3.99749 -3.55669 -4.07025 -0.003 -0.025 0.011 0.109
H -4.51989 -1.30132 -3.12958 0.043 0.059 -0.010 0.110
H -2.82702 -0.21018 -1.67135 0.040 -0.008 0.050 0.083
C 4.01933 1.21605 -0.40626 -0.217 -0.074 -0.171 -0.035
C 3.37622 2.08146 -1.48981 0.236 0.161 0.184 -0.632
C 2.99332 3.44642 -0.92642 -0.124 -0.181 -0.031 -0.034
C 4.33560 2.25913 -2.67058 -0.273 -0.154 0.024 -0.037
O 2.12163 1.50062 -1.90951 0.387 -0.170 -0.285 -0.211
P 1.94209 -0.03203 -2.45992 -0.149 0.537 -0.486 0.235
O 2.90442 -0.41268 -3.50747 0.187 0.116 0.045 -0.267
O 1.81739 -0.95770 -1.26399 -0.325 0.230 0.133 -0.494
O 0.42347 0.16616 -3.00668 0.340 -0.173 -0.194 -0.231
C 0.02314 1.01209 -4.11187 -0.135 0.322 -0.284 -0.613
C -0.56939 2.29693 -3.53557 0.092 -0.142 0.110 -0.023
C -1.04905 0.23756 -4.87708 0.169 -0.121 0.187 -0.025
C 1.16281 1.36042 -5.07031 0.078 -0.202 0.239 -0.043
H 4.92084 1.69291 -0.01945 0.004 0.026 -0.018 0.084
H 4.27973 0.24180 -0.82120 0.058 -0.031 0.065 0.084
H 3.31537 1.05804 0.41257 0.027 -0.010 0.009 0.085
H 3.87819 3.96079 -0.54964 0.000 0.024 0.010 0.084
H 2.26966 3.32612 -0.11864 0.045 0.021 0.036 0.087
H 2.53409 4.05329 -1.70860 0.014 0.022 0.009 0.081
H 5.30776 2.60393 -2.31362 -0.032 0.052 0.023 0.083
H 3.93727 2.99153 -3.37617 0.014 -0.004 -0.005 0.080
H 4.45623 1.30996 -3.18656 0.064 -0.046 -0.059 0.068
H -1.36457 2.06355 -2.82435 0.000 -0.007 -0.011 0.081
H -0.97874 2.90548 -4.34415 -0.029 0.023 0.011 0.086
H 0.20145 2.86446 -3.01429 -0.008 0.002 0.006 0.076
H -1.96806 0.18408 -4.29863 -0.084 -0.050 0.033 0.063
H -0.69782 -0.77856 -5.06453 -0.013 0.014 -0.055 0.095
H -1.26163 0.72314 -5.83038 -0.019 0.025 0.015 0.084
H 1.93742 1.92596 -4.55514 0.038 0.035 -0.049 0.068
H 0.76687 1.96081 -5.89091 -0.043 0.014 0.033 0.085
H 1.62020 0.45459 -5.46232 0.029 0.015 -0.063 0.084